[1]
The following is a quantum chemistry calculation of a structure of composition C43H31CoNO5P2S, from the OMol25 dataset.

The geometry in ORCA input format:
```
! RIJCOSX wB97M-V def2-TZVPD def2/J DEFGRID3
* xyz 0 2
Co 0.205 -0.019 -1.252
O -1.106 -2.268 -3.193
S -0.667 -1.955 -1.836
C -2.065 -2.255 -0.738
C -2.630 -3.518 -0.636
C -3.764 -3.683 0.141
C -4.332 -2.596 0.795
C -3.774 -1.333 0.671
C -2.635 -1.152 -0.110
P -1.805 0.445 -0.344
C -2.184 1.371 1.172
C -2.959 2.525 1.172
C -3.193 3.207 2.360
C -2.670 2.731 3.551
C -1.911 1.566 3.559
C -1.667 0.890 2.377
C -2.664 1.293 -1.691
C -3.691 0.701 -2.418
C -4.216 1.347 -3.529
C -3.716 2.580 -3.917
C -2.688 3.174 -3.195
C -2.155 2.534 -2.090
C 0.467 -3.232 -1.302
C 0.400 -4.477 -1.910
C 1.270 -5.467 -1.483
C 2.194 -5.200 -0.477
C 2.273 -3.938 0.088
C 1.405 -2.931 -0.324
P 1.532 -1.191 0.221
C 1.207 -1.256 2.006
C 0.384 -2.242 2.547
C 0.019 -2.191 3.886
C 0.479 -1.162 4.694
C 1.300 -0.177 4.162
C 1.659 -0.218 2.823
C 3.302 -0.831 0.060
C 3.732 -0.287 -1.149
C 5.078 -0.021 -1.352
C 5.997 -0.293 -0.350
C 5.575 -0.846 0.853
C 4.232 -1.115 1.060
H -2.188 -4.361 -1.150
H -4.206 -4.666 0.240
H -5.216 -2.734 1.403
H -4.216 -0.484 1.177
H -3.373 2.905 0.249
H -3.783 4.113 2.348
H -2.852 3.266 4.474
H -1.503 1.187 4.487
H -1.070 -0.015 2.390
H -4.075 -0.270 -2.131
H -5.008 0.879 -4.098
H -4.118 3.076 -4.790
H -2.287 4.129 -3.506
H -1.341 3.000 -1.546
H -0.302 -4.638 -2.719
H 1.242 -6.444 -1.946
H 2.876 -5.975 -0.154
H 3.028 -3.724 0.836
H 0.019 -3.049 1.923
H -0.621 -2.960 4.297
H 0.200 -1.128 5.739
H 1.660 0.629 4.788
H 2.297 0.557 2.415
H 3.017 -0.080 -1.937
H 5.401 0.412 -2.289
H 7.045 -0.073 -0.504
H 6.293 -1.061 1.634
H 3.910 -1.536 2.004
O 2.185 6.318 0.401
C 2.214 5.858 -0.754
O 2.532 6.350 -1.843
C 1.756 4.369 -0.828
C 1.310 3.719 0.319
C 0.901 2.408 0.247
N 0.921 1.729 -0.909
C 1.366 2.335 -2.023
C 1.784 3.650 -2.019
C 1.363 1.443 -3.244
O 1.793 1.824 -4.304
O 0.871 0.250 -3.007
H 1.302 4.281 1.244
H 0.530 1.871 1.110
H 2.127 4.130 -2.926
*
```

Summary:
Frontier orbital gap (alpha / beta), eV: 6.628 / 6.643
Lowest unoccupied orbital energy (alpha / beta), Ha: -0.031 / -0.030
E_tot, Ha: -4551.8726
HOMO level (alpha / beta), eV: -7.46 / -7.46
Energy above the lowest of the compared OMol25 structures with the same formula, charge and spin, kcal per mole: 3.0



[2]
The following is a quantum chemistry calculation of a cluster of 10 separate species, C2H26N2O9 in total at a distorted geometry, from the OMol25 dataset.

The geometry in ORCA input format:
```
! RIJCOSX wB97M-V def2-TZVPD def2/J DEFGRID3
* xyz 0 1
C -3.057 -0.545 0.300
C -2.739 -0.324 1.808
N -1.330 -0.431 2.206
N -2.862 -1.900 -0.185
H -4.115 -0.246 0.292
H -2.611 0.193 -0.374
H -3.104 0.662 2.059
H -3.282 -1.134 2.294
H -0.779 0.219 1.644
H -1.008 -1.376 2.045
H -2.075 -2.322 0.293
H -3.642 -2.493 0.061
H -1.406 3.657 -1.752
H -2.031 2.263 -1.489
O -1.387 2.896 -1.165
H 2.204 -2.089 2.362
H 2.903 -2.095 0.974
O 3.030 -2.273 1.913
H 0.982 0.690 3.361
H 2.463 0.291 3.414
O 1.871 0.997 3.133
H 2.059 -0.045 -4.427
H 1.953 0.126 -2.869
O 1.648 -0.392 -3.632
H 0.074 -0.864 0.525
H 0.167 -0.476 -0.994
O 0.670 -0.620 -0.187
H 0.214 2.496 -3.287
H -0.575 1.373 -4.099
O -0.386 2.314 -4.012
H 2.116 1.134 -0.630
H 3.526 1.096 -1.056
O 2.641 1.036 -1.437
H -0.213 -2.899 -0.766
H 0.701 -4.062 -0.160
O -0.099 -3.537 -0.057
H 2.378 3.659 1.345
H 2.317 2.171 1.530
O 2.786 2.850 1.020
*
```

Summary:
Frontier orbital gap, eV: 9.823
Lowest unoccupied orbital energy, Ha: 0.007
E_tot, Ha: -878.4384
SMILES string: NCCN.O.O.O.O.O.O.O.O.O
HOMO level, eV: -9.62
Energy above the lowest of the compared OMol25 structures with the same formula, charge and spin, kcal per mole: 0.0



[3]
The following is a quantum chemistry calculation of a structure of composition C27H36BrCl5N6O6PS2Tl at a distorted geometry, from the OMol25 dataset.

The geometry in ORCA input format:
```
! RIJCOSX wB97M-V def2-TZVPD def2/J DEFGRID3
* xyz -2 1
Tl 0.438 0.293 0.671
O 2.048 -2.806 0.267
S 1.525 -2.440 1.632
O 1.776 -3.546 2.542
O 2.217 -1.183 2.027
O 0.065 -2.124 1.508
Cl 1.679 6.205 -5.583
C 0.787 5.389 -4.338
C 0.979 4.026 -4.097
Cl 2.115 3.145 -5.065
C 0.276 3.371 -3.105
Cl 0.496 1.686 -2.810
C -0.687 4.033 -2.276
O -1.339 3.432 -1.389
C -0.852 5.426 -2.563
Cl -2.017 6.270 -1.599
C -0.140 6.075 -3.556
Cl -0.405 7.767 -3.842
O 0.423 -1.233 -1.569
P 1.262 -2.303 -2.207
N 0.986 -2.174 -3.919
C -0.410 -2.290 -4.359
C -0.726 -0.964 -5.044
C 0.609 -0.620 -5.694
C 1.610 -1.036 -4.614
N 0.700 -3.893 -2.174
C 1.206 -4.917 -3.085
C 0.101 -5.974 -3.051
C -0.466 -5.874 -1.621
C 0.211 -4.633 -1.005
N 2.907 -1.963 -2.324
C 3.832 -3.087 -2.462
C 5.192 -2.448 -2.207
C 4.871 -1.485 -1.065
C 3.491 -0.940 -1.437
H -1.067 -2.491 -3.513
H -0.527 -3.124 -5.071
H -0.958 -0.217 -4.283
H -1.561 -1.026 -5.746
H 0.711 0.432 -5.963
H 0.749 -1.222 -6.599
H 1.787 -0.196 -3.937
H 2.580 -1.313 -5.038
H 2.145 -5.349 -2.707
H 1.384 -4.503 -4.074
H 0.474 -6.970 -3.300
H -0.666 -5.711 -3.782
H -0.238 -6.761 -1.026
H -1.549 -5.768 -1.645
H 1.035 -4.932 -0.357
H -0.459 -4.015 -0.411
H 3.747 -3.543 -3.454
H 3.640 -3.853 -1.700
H 5.517 -1.896 -3.094
H 5.958 -3.185 -1.957
H 5.612 -0.693 -0.942
H 4.788 -2.032 -0.124
H 3.558 0.011 -1.979
H 2.895 -0.796 -0.539
S -1.535 2.624 3.603
C -2.969 2.655 2.720
N -4.116 2.210 3.302
C -5.373 1.970 2.611
C -5.127 1.888 1.116
C -4.300 3.094 0.707
N -3.067 3.125 1.476
H -3.961 1.810 4.210
H -6.084 2.778 2.825
H -5.804 1.042 2.992
H -6.077 1.873 0.578
H -4.577 0.976 0.878
H -4.874 4.014 0.877
H -4.015 3.076 -0.341
H -2.220 3.354 0.966
Br -3.857 -4.078 -0.929
C -3.248 -2.290 -1.113
C -3.420 -1.624 -2.312
C -2.994 -0.309 -2.385
C -2.440 0.276 -1.257
N -2.291 -0.376 -0.105
C -2.654 -1.652 -0.036
H -3.859 -2.128 -3.164
H -3.076 0.256 -3.304
H -2.088 1.305 -1.277
H -2.453 -2.172 0.893
*
```

Summary:
Frontier orbital gap, eV: 6.537
Lowest unoccupied orbital energy, Ha: 0.139
E_tot, Ha: -8015.8933
HOMO level, eV: -2.76
Energy above the lowest of the compared OMol25 structures with the same formula, charge and spin, kcal per mole: 27.0



[4]
The following is a quantum chemistry calculation of a cluster of 6 separate species, C29H69BN10O8 in total at a distorted geometry, from the OMol25 dataset.

The geometry in ORCA input format:
```
! RIJCOSX wB97M-V def2-TZVPD def2/J DEFGRID3
* xyz 0 1
C -3.123 -1.758 -2.497
C -3.610 -0.258 -2.127
C -2.380 0.800 -2.072
C -1.959 1.339 -3.534
C -1.210 0.199 -4.378
C 0.106 0.685 -5.137
C 0.643 -0.303 -6.274
C 0.661 -1.849 -5.878
C 2.078 -2.403 -5.371
C 1.871 -2.970 -3.892
C 0.994 -4.303 -3.798
C 0.182 -4.485 -2.430
C 1.022 -4.199 -1.099
C 0.098 -3.374 -0.040
C 0.443 -1.819 -0.222
C 1.783 -1.363 0.567
B 1.566 0.178 1.025
C 0.396 0.519 2.137
C -0.804 1.305 1.380
O -1.027 2.614 2.015
C -0.268 3.615 1.358
O -0.578 3.921 0.180
C 0.997 4.358 1.991
C 0.932 5.924 1.575
C 2.447 1.441 0.493
C 3.526 1.060 -0.634
C 4.202 2.463 -1.101
O 4.587 0.269 -0.009
H -3.121 -1.899 -3.625
H -2.021 -1.807 -2.170
H -3.695 -2.557 -1.929
H -4.015 -0.321 -1.054
H -4.394 0.151 -2.846
H -1.478 0.228 -1.652
H -2.702 1.631 -1.363
H -2.930 1.581 -4.103
H -1.295 2.275 -3.462
H -1.955 -0.318 -5.068
H -0.869 -0.594 -3.614
H -0.176 1.669 -5.673
H 0.955 0.987 -4.419
H 1.695 0.069 -6.558
H -0.001 -0.165 -7.201
H -0.120 -2.165 -5.116
H 0.412 -2.432 -6.842
H 2.564 -3.160 -6.086
H 2.777 -1.496 -5.292
H 1.372 -2.141 -3.285
H 2.861 -3.195 -3.345
H 0.203 -4.231 -4.636
H 1.578 -5.258 -4.005
H -0.781 -3.879 -2.445
H -0.122 -5.596 -2.384
H 1.322 -5.163 -0.569
H 1.958 -3.572 -1.248
H 0.299 -3.752 1.024
H -0.999 -3.561 -0.308
H -0.427 -1.121 0.066
H 0.634 -1.648 -1.338
H 1.818 -2.017 1.514
H 2.738 -1.543 -0.025
H 0.036 -0.420 2.670
H 0.877 1.274 2.862
H -0.634 1.398 0.257
H -1.732 0.639 1.506
H 1.986 3.978 1.550
H 1.067 4.213 3.122
H -0.019 6.411 1.991
H 1.875 6.481 1.919
H 0.903 6.050 0.436
H 1.752 2.221 0.016
H 2.993 1.911 1.375
H 3.078 0.566 -1.554
H 4.972 2.313 -1.932
H 4.650 2.938 -0.158
H 3.342 3.149 -1.422
H 5.409 0.725 -0.275
C 3.693 9.011 0.567
O 3.420 7.835 0.762
N 2.788 9.903 0.098
N 4.928 9.524 0.805
H 2.991 10.872 -0.068
H 1.860 9.560 -0.091
H 5.628 8.891 1.155
H 5.173 10.485 0.652
C -0.465 11.404 0.784
O 0.059 11.793 -0.251
N -1.760 11.004 0.842
N 0.203 11.340 1.961
H -2.209 10.681 1.679
H -2.289 11.037 -0.014
H 1.167 11.629 1.957
H -0.207 11.024 2.821
C -0.097 -5.730 3.370
O 0.410 -5.360 2.319
N -1.393 -6.112 3.462
N 0.594 -5.791 4.536
H -1.826 -6.420 4.318
H -1.942 -6.082 2.619
H 1.561 -5.516 4.510
H 0.195 -6.093 5.407
C -2.112 -8.959 6.116
O -2.118 -7.789 5.758
N -2.728 -9.379 7.247
N -1.488 -9.934 5.411
H -2.735 -10.333 7.558
H -3.203 -8.682 7.796
H -1.018 -9.659 4.564
H -1.470 -10.898 5.687
C -5.348 -4.711 3.858
O -5.630 -5.880 4.072
N -6.254 -3.812 3.395
N -4.104 -4.209 4.063
H -6.043 -2.849 3.212
H -7.189 -4.147 3.230
H -3.403 -4.845 4.406
H -3.851 -3.253 3.893
*
```

Summary:
Frontier orbital gap, eV: 9.885
Lowest unoccupied orbital energy, Ha: 0.016
E_tot, Ha: -2320.7344
SMILES string: CCCCCCCCCCCCCCCCB(CCOC(=O)CC)C[C@@H](C)O.NC(N)=O.NC(N)=O.NC(N)=O.NC(N)=O.NC(N)=O
HOMO level, eV: -9.45



[5]
The following is a quantum chemistry calculation of a structure of composition C2H6O5PdS2SbSe4, from the OMol25 dataset.

The geometry in ORCA input format:
```
! RIJCOSX wB97M-V def2-TZVPD def2/J DEFGRID3
* xyz -1 5
Pd -0.562 -1.064 0.002
O -1.866 -2.416 3.452
S -1.360 -2.025 2.172
O -0.565 -3.041 1.438
O -0.443 -0.799 2.222
O -2.413 -1.571 1.181
C 2.779 0.644 -2.781
S 1.726 0.712 -1.341
C 2.982 1.021 -0.108
O 1.308 -0.729 -1.131
H 3.546 -0.115 -2.627
H 3.203 1.631 -2.951
H 2.139 0.379 -3.621
H 3.426 1.997 -0.300
H 3.723 0.224 -0.144
H 2.476 1.026 0.857
Se 1.202 4.119 -2.195
Sb -0.914 3.071 -1.720
Se -1.705 1.249 -0.290
Se -1.998 5.169 -0.903
Se -1.349 2.774 -4.152
*
```

Summary:
Frontier orbital gap (alpha / beta), eV: 7.310 / 5.814
Lowest unoccupied orbital energy (alpha / beta), Ha: 0.059 / -0.002
E_tot, Ha: -11226.2625
HOMO level (alpha / beta), eV: -5.72 / -5.87
Energy above the lowest of the compared OMol25 structures with the same formula, charge and spin, kcal per mole: 7.1



[6]
The following is a quantum chemistry calculation of an isolated molecule of C5H4FN3O2 at a distorted geometry, from the OMol25 dataset.

The geometry in ORCA input format:
```
! RIJCOSX wB97M-V def2-TZVPD def2/J DEFGRID3
* xyz 0 1
C 1.726 -0.621 0.228
C 0.345 -0.196 0.289
C -1.910 -0.647 0.247
C -2.211 0.806 0.137
C -0.030 1.227 0.008
H 2.722 -2.051 -0.510
H 1.170 -2.057 -1.308
H -3.037 1.219 0.186
H 0.458 3.122 -0.069
N 2.028 -1.604 -0.656
N -0.679 -1.126 0.230
N -1.239 1.606 -0.071
O 2.518 -0.271 1.088
O 1.060 2.107 -0.079
F -2.921 -1.515 0.280
*
```

Summary:
Frontier orbital gap, eV: 8.771
Lowest unoccupied orbital energy, Ha: -0.017
E_tot, Ha: -607.4414
SMILES string: NC(=O)c1nc(F)cnc1O
HOMO level, eV: -9.23
Energy above the lowest of the compared OMol25 structures with the same formula, charge and spin, kcal per mole: 37.2